[1]
Computed, not measured: a 15-piece molecular cluster, C90H179N31O22P8 overall in a non-equilibrium geometry, with wB97M-V/def2-TZVPD.

Geometry as XYZ:
```
330
Properties=species:S:1:pos:R:3:mulliken_charge:R:1
H -20.12094 8.90701 23.12842 0.254
H -21.53972 18.06716 16.08788 0.442
O -22.98680 16.47862 19.16605 -0.357
H -22.53230 12.54943 25.81596 -0.473
C -26.39087 11.67382 18.79347 -1.206
H -21.91090 6.44918 21.03951 0.471
N -21.36651 8.55442 14.61268 0.541
N -22.94646 13.97257 13.88769 0.173
H -14.36422 10.56272 16.20643 0.311
N -19.54818 10.78850 23.73026 0.133
N -15.96022 9.23339 16.22159 0.961
H -13.90423 8.93915 15.84030 0.334
H -22.65193 12.54024 15.31715 -0.805
H -24.91311 17.94724 21.28686 -0.384
N -16.84108 17.33307 19.63097 0.494
H -24.78512 13.85483 12.92498 0.314
H -14.93812 14.80759 16.18759 0.279
H -18.86521 19.26433 27.41949 0.246
H -27.66858 18.41633 18.13275 0.649
H -19.53119 6.13074 21.13003 0.425
C -30.67126 15.11906 19.95903 -0.634
H -17.89722 10.57590 27.15629 0.354
H -21.34121 13.70403 15.28990 -0.215
H -21.35524 9.38682 12.61638 0.257
H -14.87080 13.82185 17.51543 0.451
C -22.29094 12.76901 20.61085 0.169
H -17.96161 9.86513 16.55721 -0.529
C -15.59606 14.41094 24.16978 -1.211
H -16.73862 11.16067 16.43426 0.248
C -30.15350 14.66551 22.29479 -0.474
C -26.55810 12.73189 22.71114 -0.023
C -21.41632 20.74908 20.02228 -0.386
H -21.47857 12.41681 13.97198 0.602
O -14.77054 17.81101 17.84701 -0.892
C -16.87512 17.82191 25.12986 0.074
H -14.50796 5.08722 18.29590 0.397
O -27.64373 16.87816 23.45790 -0.503
H -21.51953 14.70769 18.05890 -0.699
C -23.71533 9.45397 16.58321 -0.710
H -19.90854 14.93539 21.32102 -1.055
C -16.71810 14.17605 23.31289 -0.533
H -20.21884 16.88839 14.14779 0.436
P -16.36962 7.58025 16.48639 -0.060
C -24.55400 14.56158 16.47615 0.410
H -22.18355 17.66551 22.68002 -0.181
N -28.19498 15.78336 23.37587 1.098
C -17.22667 17.14074 15.54983 -1.122
O -20.64096 13.14559 24.16400 0.232
H -25.01202 15.13910 17.27914 -0.168
H -14.02972 7.15647 19.29211 0.400
H -22.41700 20.16680 23.96208 0.778
H -18.00766 17.45198 14.85608 0.447
H -25.07056 13.62233 16.27850 0.297
C -25.76129 15.94230 26.16960 -0.661
H -18.29695 15.88509 20.29138 -0.008
H -26.81446 15.76789 26.33334 0.458
H -22.85146 17.09754 16.86538 -0.190
N -22.11737 14.06929 19.85957 1.099
C -22.30223 11.71738 26.48142 -0.518
H -27.42940 12.60819 23.35431 0.499
H -21.60984 13.01484 18.18136 0.099
C -18.06023 18.85447 16.99461 -0.747
H -24.27438 5.71502 16.53545 0.308
H -15.95854 17.49713 25.62231 0.168
H -13.74738 18.78465 27.26250 0.361
H -20.76975 9.30142 16.43441 -0.048
O -20.82225 16.01868 26.33634 -0.593
H -26.05989 18.06327 25.67567 0.496
H -25.28063 13.80421 20.67383 0.761
C -25.19980 14.88865 20.74837 -0.092
C -17.08010 6.91846 13.94212 -0.754
N -12.81267 14.31679 21.67660 0.953
C -24.95138 10.97453 23.39135 -1.653
N -17.38732 17.57431 16.93780 0.615
H -25.27290 13.97663 26.52012 0.391
H -16.76540 18.23454 24.12696 -0.153
C -26.12680 18.18292 19.53548 -0.551
C -16.49164 22.61457 24.20791 -1.215
C -21.57139 22.93243 26.49508 -0.360
C -20.68896 9.83137 26.58678 -1.085
O -21.33704 18.13562 25.69459 -0.191
H -15.21467 13.99077 20.29172 0.330
H -25.73919 17.15816 14.95323 0.362
C -19.88187 7.04867 20.68191 -1.341
C -15.47742 5.53940 18.08666 -1.064
H -18.88389 14.32057 26.12060 0.212
C -20.87999 20.96485 25.27392 -0.377
H -29.25066 16.50315 18.99558 0.369
N -17.51341 18.90174 25.90430 0.607
C -23.01725 16.59428 26.12236 -0.554
H -24.06582 21.78423 24.42478 0.435
C -21.71145 17.76102 21.70222 1.077
H -16.92747 13.57791 18.40134 0.447
H -13.94712 8.42474 18.14913 0.250
C -25.25791 8.69925 14.73062 -1.092
H -16.52058 18.06959 21.66138 -0.087
C -17.14493 14.49642 17.85621 -0.780
H -30.39755 14.15871 23.21674 0.537
H -20.59038 20.05229 18.11725 0.263
H -22.57135 21.40958 21.69317 0.422
C -18.46766 11.15035 22.86923 -1.044
H -17.51699 16.95344 25.27777 -0.288
C -18.77190 13.42480 26.73146 -1.209
C -28.56502 9.99160 22.87554 -0.876
C -20.46350 9.93917 23.05479 -0.562
H -22.41800 18.36105 21.12876 -0.910
H -16.29515 23.23443 25.08270 0.387
H -27.03488 13.16387 21.83128 -0.300
C -21.87093 17.07358 16.38990 -0.076
C -25.87270 16.08693 15.10407 -1.254
H -20.60354 5.57509 16.93951 0.584
H -20.18279 13.73046 18.96431 -0.232
H -13.17772 19.36102 24.63694 0.361
H -22.71303 20.12306 17.02430 0.419
P -23.19878 15.65475 14.33137 0.257
H -21.11013 16.71229 17.08182 -0.301
H -23.54695 14.20103 16.68583 -0.717
C -20.89240 6.61000 16.75616 -0.038
O -20.15996 23.90565 28.10974 -0.583
H -18.79463 11.95794 22.21423 -0.094
H -18.01589 8.02999 20.11037 0.584
H -26.63931 10.88581 18.08254 0.471
O -23.54173 16.57966 13.21743 -0.908
H -29.05260 19.92499 19.64174 0.457
H -22.61130 12.86844 21.64794 -0.577
H -24.86828 11.78016 24.12084 0.331
C -15.29913 14.06071 21.36613 -0.411
H -14.80099 9.94807 14.58536 0.232
N -21.61107 16.94953 26.01589 0.700
H -17.36439 10.37221 15.05655 0.283
C -23.83014 21.20213 20.02335 -0.485
N -17.00808 21.20161 24.41749 0.730
H -18.59786 17.59206 20.80582 0.066
H -13.98616 6.62788 15.24824 0.360
H -17.71159 14.18981 23.73618 0.621
H -18.85160 18.89976 16.24642 0.388
C -29.02365 15.46785 22.17692 -0.333
C -21.98695 13.09615 14.65619 0.461
H -14.74567 18.94371 23.96305 0.144
C -25.73699 18.49407 20.85260 2.294
H -25.49639 15.33255 19.79807 -0.785
H -13.93218 15.41309 17.58916 0.288
C -17.03367 10.17436 16.07615 -0.377
C -27.61065 20.01993 21.16356 -0.817
H -18.43840 19.05844 17.99635 -0.102
H -22.72395 14.49139 26.60248 0.603
C -16.02075 17.54982 20.84401 -0.624
C -14.22115 19.67144 24.58224 -0.776
H -17.67522 11.65278 23.42393 0.215
H -16.90091 6.28447 13.07376 0.414
N -20.17652 20.63548 20.77007 0.999
C -27.31736 18.75568 19.09602 -0.837
H -23.14073 11.03624 26.33632 0.470
C -23.91365 13.22978 13.11979 -0.993
C -17.20388 20.44196 23.18991 -0.809
H -25.39417 10.17777 23.98902 0.325
H -25.60215 17.42933 18.96694 -0.145
H -13.42922 20.50256 27.27910 0.346
H -14.50407 7.10723 13.62832 0.364
H -17.66266 21.10537 22.45676 0.719
N -25.86103 11.47196 22.39488 1.638
H -27.79826 16.61514 20.85884 -0.168
H -21.50338 9.22272 26.97967 0.398
H -17.24805 16.05233 15.49508 0.202
N -27.03976 11.54026 20.06905 0.988
H -20.16103 7.18387 16.18706 -0.390
C -21.25802 7.18618 20.59568 -0.921
H -26.07072 15.13814 21.35446 -0.565
N -18.83741 10.27101 18.92183 1.291
O -19.07638 20.27964 20.26124 -0.623
C -28.01881 8.19109 21.26817 -1.030
H -26.29879 15.83323 14.13340 0.299
H -14.82200 5.42061 14.18595 0.350
N -16.06122 15.45450 17.88370 0.893
N -23.92502 15.25298 21.36216 1.205
H -22.95283 8.34645 19.81514 0.704
O -17.01666 21.23939 27.13248 -0.848
N -18.71589 12.22278 25.88899 0.860
H -16.21652 17.33502 15.18934 0.352
C -23.85847 15.28407 22.79370 1.086
H -21.41664 10.05578 23.57056 0.440
H -17.53817 18.22225 27.89570 0.321
H -25.83845 13.48204 23.03897 -0.405
P -16.68504 20.44567 25.96225 0.202
O -23.02757 6.72316 13.77458 -0.887
O -25.37968 9.56719 20.45080 -0.604
O -22.10621 24.79366 27.83168 -0.635
C -14.67093 9.68636 15.63545 -1.090
H -24.18569 12.30867 13.63521 0.178
H -21.52185 10.13730 18.87053 0.355
N -21.26268 23.90392 27.55877 0.991
N -15.16322 6.87769 17.52412 0.110
H -26.53941 15.92540 15.95112 0.372
P -20.09823 11.94828 24.87158 -0.195
N -21.50671 16.37018 21.25706 1.200
H -16.19844 20.20766 22.84023 0.238
H -19.61663 13.38496 27.41916 0.227
H -15.71335 14.46303 25.24213 0.731
H -20.08683 10.17388 14.96319 0.554
H -23.75244 18.58561 25.59715 0.461
P -22.67568 7.52552 14.96698 0.357
C -20.90474 8.61499 13.24042 -1.048
H -17.01564 7.95149 13.60035 0.287
C -19.09509 8.07127 20.10361 -0.455
H -31.72224 13.73053 21.23129 0.444
H -23.43170 12.97813 12.17506 0.369
C -14.63666 7.68606 18.55778 -0.974
H -22.83051 9.19323 17.16391 -0.040
C -29.58313 15.95544 19.86498 -0.510
H -13.50907 14.45755 24.18433 0.440
H -25.19698 8.06698 13.84483 0.376
C -22.69123 20.42686 18.06046 -0.488
N -22.31843 6.66740 16.36757 0.384
C -18.21986 16.93797 20.02008 0.302
C -28.07981 19.56078 19.93744 -0.758
H -29.00737 11.75278 21.05183 0.125
H -28.34882 7.55415 22.08885 0.386
P -26.37521 10.41411 21.17401 -0.473
C -20.50229 15.93356 14.59059 -1.242
H -20.88355 6.96722 17.78593 -0.324
H -28.16447 10.87769 23.36800 0.035
N -24.54440 15.44798 15.34365 0.681
C -21.08559 9.30705 19.40603 -0.168
C -20.94575 9.69497 15.43328 0.115
H -17.31294 23.12700 23.70693 0.355
H -28.26531 20.71750 21.66479 0.539
C -23.26955 5.70932 16.95781 -1.051
H -18.03354 14.99926 18.23782 -0.469
H -15.25824 18.30249 20.64365 0.572
H -18.02245 10.32539 22.31306 0.592
C -21.23256 13.88664 18.71588 0.326
C -20.43296 15.64482 21.96118 -0.657
H -21.01336 15.03831 22.65644 0.409
P -22.66598 15.61749 20.33538 -0.896
H -21.02968 7.63153 12.78730 0.379
H -28.67820 12.58915 19.47120 0.360
H -23.68076 10.51471 16.33474 -0.313
H -23.46316 14.34057 23.17004 -0.261
H -24.84350 20.85202 18.20937 0.477
H -17.83010 19.57465 23.39903 -0.396
C -23.44470 15.25392 26.34663 -0.129
H -25.30615 11.71135 18.89391 -0.099
H -28.90839 10.84153 19.59413 0.300
C -21.89116 8.31937 20.01136 -1.040
C -30.88135 14.40086 21.13149 -0.648
H -20.71833 18.19418 21.82127 -0.237
H -24.86951 15.49188 23.14401 -0.143
H -15.58247 22.62966 23.60684 0.314
C -25.35597 17.26289 25.84973 -0.550
H -28.78053 8.29046 20.49484 0.261
P -16.12044 17.16126 18.07948 0.099
N -15.02565 19.89571 25.88458 0.343
H -16.71655 11.63626 26.48562 0.327
H -24.03490 10.70887 22.86449 0.436
N -25.96229 19.75473 23.00691 0.848
N -27.64441 9.50000 21.84659 0.434
H -17.89449 13.62736 27.34563 0.410
H -19.76237 16.31177 22.50301 0.781
C -21.46090 20.43061 18.63251 -0.189
H -22.97002 4.67418 16.79390 0.405
C -24.02055 17.57977 25.88492 -0.124
H -20.61529 10.14808 21.99582 -0.227
H -16.12663 5.71061 18.94532 0.252
C -28.48889 11.71472 20.09379 -0.956
H -15.53528 16.61743 21.13223 0.055
H -29.55295 10.23625 22.48537 0.349
H -25.97339 8.25219 15.42078 0.330
C -14.16949 14.31322 22.18261 -0.142
H -15.88822 4.93584 17.27731 0.339
H -17.36333 19.66813 16.79365 0.367
C -16.57167 13.94953 21.91834 0.155
O -12.66370 14.63244 20.47233 -0.544
H -23.35285 5.80725 18.04020 0.295
N -23.86759 8.65980 15.37182 0.740
N -21.85582 16.13317 15.24372 0.554
H -15.37175 8.29654 19.08224 0.238
H -31.13899 14.99583 18.99340 0.391
H -23.61735 23.58350 26.31496 0.505
H -18.83740 17.50134 26.89558 -0.194
C -26.45183 19.41645 21.67267 -0.771
H -24.57899 9.34144 17.23861 0.567
H -14.90356 19.85573 27.95949 0.326
C -23.87816 20.77842 18.68801 -0.562
O -28.14792 14.90306 24.21999 -0.580
C -14.82933 14.88295 17.26953 -1.272
C -24.80134 14.94036 26.39653 -0.507
C -17.69187 11.19406 26.28234 -1.197
C -22.17528 20.89645 24.72076 -0.161
O -26.55044 20.64418 23.68227 -0.701
H -27.14134 7.63902 20.93147 0.214
H -18.00781 6.78994 14.49973 0.060
C -22.87789 22.88145 25.95897 -0.606
H -19.58164 21.94888 26.56890 0.774
H -24.72477 21.56051 20.51079 0.522
H -20.41015 15.13020 13.85970 0.387
H -21.70702 10.46508 15.55774 -0.646
C -28.70122 16.03017 20.95305 1.029
C -14.74099 6.46750 14.47845 -1.106
H -25.64033 9.68609 14.46986 0.221
H -23.23971 16.09347 23.18113 -0.838
H -17.51331 10.52628 25.43955 0.335
H -17.39498 14.26247 16.82140 0.365
H -19.74092 15.63186 15.30988 0.288
H -18.88812 17.13048 19.18077 -0.668
C -22.63533 21.10695 20.65842 0.136
O -24.90840 19.14517 23.38410 0.165
H -28.64413 9.18163 23.60064 0.394
H -17.46504 13.73784 21.34958 0.436
C -14.21212 19.76057 27.12225 -1.124
C -20.56174 22.01714 26.12042 -0.877
H -19.83811 8.83948 13.24110 0.284
N -16.05221 6.82515 14.92423 0.294
C -19.71175 9.18361 19.50331 0.703
H -14.22436 20.63061 24.06446 0.234
C -18.26885 18.40669 27.10817 -0.475
O -17.58725 10.26780 18.97921 -0.672
H -23.02457 12.12537 20.12544 -0.283
O -11.89785 14.25551 22.50148 -0.613
O -17.71633 7.38359 17.10297 -0.482
O -19.38937 11.21204 18.51135 -0.076
H -21.34408 12.23209 20.66804 0.221
C -23.15141 21.88988 24.98967 -0.859
N -21.14538 11.05672 25.91498 0.612
H -26.58233 12.63321 18.31282 0.472
C -14.38186 14.39918 23.55090 -0.258
H -20.15209 20.23125 24.96025 0.825
H -20.16402 9.18785 25.88080 0.281
O -20.19469 20.91702 21.97307 -0.539
H -22.19404 11.99866 27.52894 0.270
H -19.87787 10.08094 27.27084 0.210
```

LUMO level (eV): -1.54
2S+1: 1
Electronic energy (Ha): -9619.8139

=====

[2]
Computed, not measured: a 2-piece molecular cluster, C6H14ClNO5Si overall in a non-equilibrium geometry, with wB97M-V/def2-TZVPD.

Geometry as XYZ:
```
28
Properties=species:S:1:pos:R:3:nbo_charge:R:1
H -0.49993 -1.63662 1.12850 0.203
Si 0.39575 0.73106 -0.34686 2.305
C 1.88321 3.47361 -0.01945 0.053
O 0.53921 2.30427 -0.74535 -0.946
H 2.40442 -1.21506 1.16526 0.180
H -1.97695 -1.12284 0.38021 0.197
O 3.71618 2.15007 0.16406 -0.325
N 2.74301 2.60726 0.71454 0.458
H -2.14789 -0.33498 -1.36558 0.170
H -1.66360 1.15726 1.15854 0.236
H 1.28538 4.01598 0.71047 0.234
C -0.75478 0.51703 1.16329 -0.934
H -1.31872 -1.26189 -2.60990 0.174
H -0.22564 0.52773 2.23955 0.243
H 1.75852 -1.92487 -0.40826 0.169
C -1.34848 -0.89533 1.25858 -0.407
C -1.41449 -0.23102 -2.26365 -0.226
O -0.17094 0.26161 -1.75858 -0.902
C -2.17244 -1.08210 2.50829 -0.359
H 2.27278 3.95548 -1.03895 0.266
O 1.90386 0.12493 -0.17214 -0.915
H -1.53559 -0.88774 3.34586 0.204
H 3.37811 -1.11050 -0.37747 0.194
O 2.46253 2.44851 1.88440 -0.370
Cl -2.85566 -2.71297 2.66030 -0.062
H -2.89533 -0.36710 2.56468 0.202
C 2.38659 -1.15679 0.08585 -0.233
H -1.65003 0.29494 -3.13525 0.192
```

LUMO level (eV): -1.29
2S+1: 1
Electronic energy (Ha): -1417.5536

=====

[3]
Computed, not measured: C12H20BrCrN4O9P2 as an isolated structure, with wB97M-V/def2-TZVPD.

Geometry as XYZ:
```
49
Properties=species:S:1:pos:R:3:mulliken_spin:R:1
O 0.54549 2.14194 1.58762 -0.025
H -0.31335 -5.37479 1.54497 -0.003
H 4.14574 2.29731 -2.01865 0.000
O -3.88890 2.15731 -0.11314 0.020
C 3.12766 2.19735 -2.39942 0.002
O -0.06968 1.58444 -1.22287 0.015
H -2.31559 3.63447 1.05455 -0.002
H -2.58977 0.50848 -1.79668 0.001
C -1.59982 -1.05666 2.90539 0.169
H 2.37829 -1.02314 -2.57351 0.000
C -1.71759 2.86448 1.53690 0.011
H 3.46774 -0.14662 -3.51365 0.000
H -3.75481 -0.38033 -0.82004 -0.002
C -2.09102 -3.22740 2.06329 0.313
O 0.47210 1.40601 -3.67548 -0.001
N -1.90530 1.56656 0.90826 -0.072
C 2.50114 0.90442 -1.92841 -0.002
H -1.15739 -1.07604 -1.14693 -0.002
H 2.54171 3.02906 -2.00915 -0.001
Br -1.99699 0.38420 4.08276 0.020
H -0.82650 -4.72569 -0.01140 -0.003
H 0.79315 -4.36554 0.59964 0.001
H -2.76422 -4.06577 1.93752 0.038
H 0.02897 2.26024 -3.55740 0.000
H 3.89319 -0.57098 -1.84513 0.000
O 2.96963 1.93086 0.61554 0.001
Cr -0.28826 0.49885 0.74601 3.466
C -2.93025 1.40461 0.07249 0.013
H 2.09109 2.19783 1.05425 0.002
P 2.83369 0.54508 -0.10381 -0.009
N 3.13680 -0.31094 -2.56943 0.001
C -2.47282 -2.10618 2.81604 -0.091
H -3.41530 -2.07808 3.34416 -0.006
O 4.14727 -0.17970 -0.21326 0.000
O 1.65650 -0.26034 0.39140 0.019
H 3.12852 2.25647 -3.49077 0.000
C -2.79817 0.14294 -0.79021 0.001
C -0.77536 -3.26943 1.56708 -0.095
O 0.46403 -0.73340 -2.33829 0.003
H 1.05589 -2.16916 1.40184 0.020
O 0.18656 4.33579 1.32955 0.002
C -0.24828 -4.50457 0.88836 -0.014
N -0.40131 -0.97254 2.27840 0.074
H -2.05366 -1.52115 0.16801 0.000
N -1.69442 -0.73050 -0.35151 -0.033
P 0.68845 0.73928 -2.19880 0.008
H -1.98562 2.82935 2.59814 -0.007
C 0.02572 -2.16644 1.72981 0.164
C -0.22494 3.19809 1.46597 0.005
```

ΔE to the lowest compared entry with this formula, charge and spin (eV): 0.236
LUMO level (alpha / beta) (eV): 2.46 / 2.46
Charge: -1
2S+1: 5
Electronic energy (Ha): -5667.1138